No. 1
{"formula": "C4H14N4", "method": "wB97M-V/def2-TZVPD", "charge": 0, "e_above_lowest_kcal_mol": 38.8, "lumo_energy_ev": 1.063, "max_force_ev_per_a": 0.99, "smiles": "N/C=C/N.CNCN", "symbols": ["C", "N", "C", "N", "H", "H", "H", "H", "H", "H", "H", "H", "C", "C", "N", "N", "H", "H", "H", "H", "H", "H"], "xyz": [[-2.04195, -3.09401, 0.89559], [-1.10563, -1.97143, 0.78676], [-1.62722, -0.83461, 0.01851], [-1.27431, -0.97172, -1.41352], [-1.44218, -3.98100, 1.09678], [-2.79508, -2.98794, 1.68670], [-2.58667, -3.18341, -0.04314], [-0.79134, -1.62943, 1.68278], [-1.11513, 0.07007, 0.34960], [-2.71146, -0.71293, 0.10574], [-0.42730, -1.53604, -1.41329], [-1.95506, -1.59131, -1.84307], [1.78849, 2.09517, 0.56002], [1.48453, 1.70865, -0.67158], [0.14330, 1.59682, -1.15388], [3.17340, 2.15792, 0.93608], [1.00919, 2.28400, 1.29314], [2.25560, 1.41682, -1.38177], [-0.10563, 0.66388, -1.49993], [0.02060, 2.23101, -1.93094], [3.42769, 1.32933, 1.46189], [3.35231, 2.93901, 1.55174]]}

No. 2
{"formula": "C27H42F12I2InN2O10", "method": "wB97M-V/def2-TZVPD", "charge": -1, "lumo_energy_ev": 1.443, "max_force_ev_per_a": 0.43, "symbols": ["C", "C", "O", "N", "C", "In", "C", "C", "O", "C", "C", "C", "N", "C", "I", "C", "C", "I", "H", "H", "H", "H", "H", "H", "H", "H", "H", "H", "H", "H", "H", "H", "H", "H", "H", "H", "H", "H", "H", "H", "C", "C", "O", "C", "O", "C", "F", "F", "F", "H", "H", "H", "H", "H", "C", "C", "O", "C", "O", "C", "F", "F", "F", "H", "H", "H", "H", "H", "C", "C", "O", "C", "O", "C", "F", "F", "F", "H", "H", "H", "H", "H", "C", "C", "O", "C", "O", "C", "F", "F", "F", "H", "H", "H", "H", "H"], "xyz": [[-9.16253, 8.60288, -2.03632], [-8.29677, 7.38081, -1.81859], [-8.77433, 6.34886, -1.37932], [-6.94653, 7.57120, -2.12254], [-6.10952, 7.39981, -0.92435], [-6.18617, 6.29329, -3.70647], [-6.18119, 4.18690, -3.07506], [-5.05036, 3.80645, -2.11741], [-4.05624, 2.99485, -2.79020], [-4.15611, 7.08414, -4.05438], [-3.10162, 6.01952, -4.40201], [-2.07439, 6.48458, -5.43964], [-1.25436, 7.62521, -5.01020], [-7.52650, 6.40514, -5.53307], [-9.59910, 6.71042, -5.26171], [-7.04737, 6.24817, -6.75762], [-5.59573, 5.97910, -7.07544], [-8.17814, 6.33057, -8.56791], [-9.11739, 8.87746, -3.09300], [-10.19010, 8.42388, -1.72217], [-8.71420, 9.43618, -1.48669], [-5.15846, 6.90818, -1.16451], [-6.60689, 6.80761, -0.14846], [-5.83543, 8.37811, -0.50037], [-6.14711, 3.50953, -3.93477], [-7.14998, 4.01702, -2.59202], [-5.42975, 3.20821, -1.27892], [-4.54261, 4.68935, -1.71525], [-3.22140, 3.46931, -2.78114], [-4.18461, 7.87172, -4.81690], [-3.86744, 7.58007, -3.12017], [-3.54883, 5.08744, -4.76926], [-2.53225, 5.75438, -3.49580], [-1.41518, 5.65956, -5.72655], [-2.63717, 6.80899, -6.32293], [-1.74127, 8.49083, -5.19943], [-1.10623, 7.58424, -4.00849], [-5.07898, 5.61291, -6.18843], [-5.51678, 5.20521, -7.84362], [-5.10610, 6.87682, -7.46234], [-4.30352, -0.12905, -1.96549], [-3.22063, 0.27772, -1.00034], [-2.36270, -0.84198, -0.64162], [-1.43816, -1.17783, -1.51503], [-1.18674, -0.66906, -2.56659], [-0.61862, -2.36558, -0.95995], [-1.40397, -3.33192, -0.47810], [0.17650, -1.93993, 0.03762], [0.15596, -2.88595, -1.90707], [-4.89131, -0.95717, -1.56529], [-4.95482, 0.72419, -2.14140], [-3.88632, -0.43807, -2.92301], [-3.64029, 0.60425, -0.05197], [-2.61124, 1.08361, -1.40368], [3.71358, -1.76794, 0.28066], [3.86848, -0.36512, 0.81989], [3.54904, -0.30245, 2.23126], [4.48515, -0.71993, 3.05863], [5.57781, -1.12563, 2.78973], [3.98743, -0.58360, 4.51606], [2.76093, -1.08769, 4.66240], [3.96147, 0.70569, 4.87152], [4.80933, -1.23070, 5.34087], [2.70710, -2.13797, 0.47221], [3.88498, -1.76775, -0.79521], [4.42479, -2.45143, 0.74332], [3.16220, 0.31548, 0.35121], [4.87484, 0.02329, 0.66829], [6.47678, -3.89304, 4.68313], [6.31939, -5.23036, 5.36869], [5.42695, -6.10034, 4.62862], [5.94126, -6.70423, 3.57622], [7.06511, -6.64688, 3.17095], [4.87266, -7.61295, 2.92690], [3.70824, -6.98589, 2.77160], [4.68197, -8.68143, 3.71778], [5.28925, -8.04434, 1.74172], [5.50527, -3.43306, 4.52643], [7.08385, -3.22979, 5.29747], [6.96081, -4.00107, 3.71347], [5.84494, -5.12210, 6.34103], [7.27348, -5.73829, 5.50692], [8.82260, -9.84799, 4.06022], [7.49052, -10.01588, 4.75390], [7.56118, -10.99196, 5.81939], [8.09582, -10.57522, 6.95245], [8.50614, -9.48273, 7.20955], [8.08657, -11.72818, 7.98263], [8.55217, -12.86104, 7.44830], [6.83427, -11.94750, 8.40410], [8.83655, -11.41765, 9.03347], [9.17821, -10.80764, 3.68393], [8.71147, -9.15952, 3.22288], [9.57314, -9.44652, 4.73973], [6.74009, -10.40717, 4.07216], [7.12513, -9.07362, 5.16091]]}

No. 3
{"formula": "C11H32AgN4O5", "method": "wB97M-V/def2-TZVPD", "charge": -1, "e_above_lowest_kcal_mol": 164.1, "lumo_energy_ev": -0.374, "max_force_ev_per_a": 3.40, "symbols": ["Ag", "C", "O", "H", "H", "H", "C", "O", "H", "H", "H", "C", "C", "C", "O", "C", "N", "H", "H", "H", "H", "H", "H", "H", "H", "H", "H", "H", "C", "C", "C", "O", "C", "N", "H", "H", "H", "H", "H", "H", "H", "H", "H", "H", "H", "C", "O", "N", "N", "H", "H", "H", "H"], "xyz": [[7.59352, 2.91565, 7.84403], [3.77889, 5.51387, 3.44726], [3.98024, 4.96008, 4.68614], [4.62432, 5.60649, 2.76552], [2.89041, 5.13134, 2.94490], [3.52019, 6.57072, 3.51240], [6.88376, 1.65559, 12.96882], [5.91406, 2.34039, 12.23903], [7.80648, 2.22093, 13.09951], [6.53547, 1.50813, 13.99109], [7.24428, 0.73150, 12.51696], [11.89542, 1.50046, 3.58296], [12.51541, 2.90564, 3.68791], [12.17554, 3.85694, 2.52514], [12.55263, 3.29096, 1.26591], [12.45404, 4.07606, 0.09655], [12.01142, 3.49699, 4.91461], [11.66682, 1.07383, 4.55960], [12.64115, 0.93283, 3.02639], [10.94052, 1.44332, 3.06046], [13.59650, 2.80858, 3.78749], [12.71588, 4.80265, 2.56726], [11.13656, 4.18546, 2.49888], [13.01441, 5.00983, 0.14285], [11.44364, 4.28637, -0.25412], [13.02955, 3.49158, -0.62127], [12.32301, 4.45008, 5.03559], [12.35529, 2.98273, 5.71299], [6.82937, 10.76262, 9.40204], [5.28788, 10.53725, 9.21638], [4.63681, 11.37576, 8.01981], [5.32408, 11.33256, 6.77706], [4.61679, 12.00278, 5.69089], [4.93000, 9.19951, 8.87166], [7.21887, 10.43092, 10.36452], [7.05504, 11.82867, 9.37530], [7.42749, 10.32293, 8.60390], [4.67993, 10.64376, 10.11479], [4.60356, 12.40656, 8.37259], [3.60786, 11.03034, 7.91969], [4.22136, 12.96443, 6.01794], [3.76270, 11.34942, 5.51268], [5.36207, 12.13526, 4.90661], [5.60103, 8.48333, 9.11021], [4.85649, 9.00876, 7.88256], [5.80263, -2.36542, 5.36902], [6.38150, -1.90044, 6.33357], [5.85198, -3.62448, 5.03505], [5.02804, -1.63788, 4.56970], [5.22444, -3.92080, 4.30122], [6.24419, -4.15918, 5.79686], [4.53959, -2.08222, 3.80545], [4.77044, -0.66540, 4.65937]]}